(1)
{
  "formula": "C28H66GaN9O10PS",
  "method": "wB97M-V/def2-TZVPD",
  "elements": ["C", "C", "O", "N", "Ga", "P", "S", "C", "C", "O", "H", "H", "H", "H", "H", "H", "H", "H", "H", "H", "C", "O", "N", "C", "C", "H", "H", "H", "H", "H", "H", "H", "C", "O", "N", "C", "C", "H", "H", "H", "H", "H", "H", "H", "C", "O", "N", "C", "C", "H", "H", "H", "H", "H", "H", "H", "C", "O", "N", "C", "C", "H", "H", "H", "H", "H", "H", "H", "C", "O", "N", "C", "C", "H", "H", "H", "H", "H", "H", "H", "C", "O", "N", "C", "C", "H", "H", "H", "H", "H", "H", "H", "C", "O", "N", "C", "C", "H", "H", "H", "H", "H", "H", "H", "C", "O", "N", "C", "C", "H", "H", "H", "H", "H", "H", "H"],
  "coordinates": [[0.3185, 4.5578, 0.1988], [0.7364, 3.1002, 0.2667], [1.8841, 2.8153, 0.3795], [-0.3401, 2.1700, 0.1463], [-0.0473, 0.7455, -1.1795], [-0.5947, 1.7423, -3.2814], [0.1749, 3.5766, -3.4333], [-0.7390, 1.6692, 1.3659], [-2.2371, 1.6912, 1.5986], [-0.0078, 1.2165, 2.2071], [0.4563, 4.9009, -0.8279], [0.8465, 5.1632, 0.9280], [-0.7468, 4.5953, 0.4217], [1.4074, 0.1073, -1.1688], [-1.1823, -0.3254, -0.9044], [-0.1969, 0.9375, -4.3783], [-2.0036, 1.8966, -3.3501], [-2.5520, 2.6654, 1.9649], [-2.6907, 1.5769, 0.6166], [-2.5532, 0.8651, 2.2250], [0.4078, -3.1218, 4.7370], [0.2128, -3.5737, 5.8548], [1.0926, -2.0012, 4.4670], [1.2952, -1.5061, 3.1129], [1.6652, -1.2407, 5.5609], [0.0200, -3.6178, 3.8305], [2.3682, -1.4653, 2.9067], [0.8754, -0.5065, 3.0187], [0.8180, -2.1622, 2.3875], [2.3721, -1.8623, 6.1113], [0.8769, -0.9245, 6.2477], [2.1796, -0.3680, 5.1669], [0.7935, 8.0297, -1.4256], [1.0442, 6.8465, -1.4458], [1.4509, 8.9419, -0.6704], [1.1080, 10.3471, -0.6840], [2.5357, 8.4819, 0.1794], [-0.0147, 8.4724, -2.0366], [1.9691, 10.9371, -1.0089], [0.8155, 10.6683, 0.3190], [0.2799, 10.5270, -1.3668], [3.3067, 8.0088, -0.4302], [2.1610, 7.7427, 0.8883], [2.9630, 9.3231, 0.7209], [6.0783, -0.8662, 4.1608], [5.5193, -0.9083, 5.2410], [5.8601, 0.0712, 3.2192], [6.5547, 0.0649, 1.9469], [4.8907, 1.1228, 3.4886], [6.8242, -1.6214, 3.8562], [7.1218, 0.9911, 1.8308], [5.8324, -0.0140, 1.1324], [7.2406, -0.7786, 1.8947], [5.1925, 1.6820, 4.3756], [3.9115, 0.6823, 3.6766], [4.8253, 1.7947, 2.6370], [-3.5847, 3.9680, -5.1960], [-2.5567, 3.3991, -5.4896], [-3.6536, 5.2411, -4.7502], [-4.9080, 5.8709, -4.4067], [-2.4144, 5.9941, -4.6122], [-4.5748, 3.4768, -5.2635], [-5.0636, 6.7553, -5.0311], [-4.8950, 6.1752, -3.3571], [-5.7346, 5.1794, -4.5625], [-1.9144, 6.0589, -5.5799], [-1.7450, 5.4813, -3.9185], [-2.6323, 6.9958, -4.2444], [-0.2395, -3.1462, -0.8167], [-1.0405, -2.5564, -1.5113], [0.1238, -4.4368, -0.9735], [1.0882, -5.0853, -0.1033], [-0.4785, -5.1944, -2.0558], [0.2715, -2.6499, 0.0288], [1.9379, -5.4358, -0.6942], [0.6230, -5.9320, 0.3872], [1.4462, -4.3857, 0.6519], [-0.2531, -4.7167, -3.0055], [-1.5646, -5.2095, -1.9258], [-0.0964, -6.2111, -2.0600], [-0.7955, 4.4591, 6.1333], [-1.6168, 5.0573, 5.4634], [-0.4256, 3.1800, 5.9476], [0.5585, 2.5357, 6.7918], [-1.0303, 2.4153, 4.8641], [-0.2721, 4.9392, 6.9805], [1.4040, 2.2031, 6.1856], [0.1127, 1.6688, 7.2851], [0.9186, 3.2279, 7.5512], [-0.8222, 2.9042, 3.9168], [-2.1120, 2.3768, 5.0057], [-0.6279, 1.4071, 4.8443], [-1.8648, -6.0285, -5.1792], [-0.6691, -6.0402, -4.9656], [-2.4620, -5.3308, -6.1651], [-3.8958, -5.3524, -6.3667], [-1.6328, -4.5289, -7.0494], [-2.5785, -6.6000, -4.5588], [-4.1238, -5.7333, -7.3652], [-4.2980, -4.3419, -6.2704], [-4.3721, -5.9929, -5.6271], [-0.9090, -5.1688, -7.5562], [-1.0860, -3.7861, -6.4683], [-2.2557, -4.0277, -7.7861], [0.0766, -9.1671, -0.4102], [0.3286, -8.0163, -0.1117], [-1.1593, -9.7031, -0.4073], [-1.4038, -11.0826, -0.7742], [-2.2797, -8.8599, -0.0222], [0.8606, -9.8806, -0.7173], [-2.0776, -11.1235, -1.6329], [-1.8621, -11.6129, 0.0636], [-0.4697, -11.5758, -1.0353], [-2.3436, -8.0027, -0.6937], [-2.1303, -8.4887, 0.9922], [-3.2043, -9.4300, -0.0692]],
  "multiplicity": 1,
  "homo_lumo_gap_ev": 5.6,
  "charge": -1,
  "homo_energy_ev": -3.826,
  "energy_ha": -5016.055315
}


(2)
{
  "formula": "C32H23N10NaOSSe",
  "method": "wB97M-V/def2-TZVPD",
  "elements": ["Na", "N", "C", "S", "N", "N", "C", "C", "C", "C", "C", "C", "C", "O", "H", "H", "H", "H", "H", "H", "H", "C", "C", "C", "C", "N", "C", "N", "C", "N", "C", "N", "C", "C", "C", "C", "C", "N", "C", "C", "C", "C", "C", "C", "H", "H", "H", "H", "H", "H", "H", "H", "H", "H", "H", "H", "Se", "N", "C", "C", "C", "C", "C", "C", "N", "H", "H", "H", "H"],
  "coordinates": [[0.2053, 0.7994, 0.1812], [-4.3228, -0.8143, 0.6449], [-3.2897, -0.5524, -0.2695], [-2.7370, -1.9346, -1.1740], [-2.9321, 0.6855, -0.3298], [-1.7637, 0.9750, -1.0436], [-1.9388, 1.5914, -2.1416], [-0.8822, 2.1050, -3.0174], [-1.3175, 2.6783, -4.2115], [-0.4588, 3.2125, -5.1597], [0.9087, 3.1675, -4.8903], [1.3828, 2.6173, -3.7211], [0.5304, 2.0574, -2.7177], [1.0229, 1.5712, -1.6502], [-4.9054, -1.5855, 0.3639], [-4.8178, 0.0239, 0.9161], [-2.9644, 1.7721, -2.4849], [-2.3885, 2.6925, -4.3974], [-0.8394, 3.6399, -6.0791], [1.6159, 3.5704, -5.6107], [2.4474, 2.5844, -3.5142], [3.8039, -1.9260, -0.2381], [3.5807, -3.2149, 0.3951], [2.4271, -3.5015, 1.0064], [1.3893, -2.4465, 1.1639], [1.5404, -1.3919, 0.1598], [2.7588, -1.1076, -0.4352], [1.2475, -2.1143, 2.5456], [0.6489, -1.0597, 2.9834], [0.1178, 0.0319, 2.3470], [-0.4168, 0.8619, 3.2815], [-1.0153, 2.0037, 3.1886], [-1.0851, 2.7696, 2.0339], [-2.3021, 3.4198, 1.7589], [-2.3786, 4.2727, 0.6852], [-1.2407, 4.4995, -0.0884], [-0.0894, 3.8201, 0.2498], [-0.0040, 2.9687, 1.2781], [-0.2474, 0.2615, 4.6425], [-0.6288, 0.6887, 5.8998], [-0.2917, -0.1194, 6.9810], [0.4073, -1.3125, 6.7956], [0.7838, -1.7315, 5.5235], [0.4395, -0.9208, 4.4589], [4.7791, -1.6629, -0.6247], [4.3547, -3.9703, 0.3188], [2.2240, -4.4825, 1.4168], [2.7735, -0.1993, -1.0280], [-3.1552, 3.2000, 2.3849], [-3.3200, 4.7497, 0.4373], [-1.2551, 5.1455, -0.9557], [0.8075, 3.9186, -0.3505], [-1.1708, 1.6182, 6.0174], [-0.5755, 0.1768, 7.9848], [0.6577, -1.9205, 7.6577], [1.3228, -2.6550, 5.3556], [-0.4773, -2.8279, 0.3908], [0.3726, -1.5166, -0.7206], [0.6567, -2.2768, -1.9109], [1.1178, -1.6777, -3.0610], [1.4575, -2.4747, -4.1524], [1.2883, -3.8518, -4.0651], [0.7707, -4.4511, -2.9263], [0.4110, -3.6669, -1.8223], [-0.2595, -4.1653, -0.7270], [1.2207, -0.5993, -3.0792], [1.8457, -2.0211, -5.0554], [1.5485, -4.4766, -4.9138], [0.6045, -5.5205, -2.8813]],
  "multiplicity": 1,
  "homo_lumo_gap_ev": 5.6,
  "charge": -2,
  "homo_energy_ev": -1.719,
  "energy_ha": -4817.963020
}


(3)
{
  "formula": "C9H10N6O4",
  "method": "wB97M-V/def2-TZVPD",
  "elements": ["N", "C", "C", "C", "C", "N", "O", "O", "N", "C", "C", "N", "O", "O", "C", "H", "H", "C", "N", "N", "C", "H", "H", "H", "H", "H", "H", "H", "H"],
  "coordinates": [[-1.0718, -0.4203, 4.1129], [-0.6307, -0.8178, 3.1146], [-0.1151, -1.2765, 1.9004], [-0.9348, -1.3535, 0.7920], [-0.3747, -1.7873, -0.4019], [-0.8544, -2.1062, -1.6623], [-2.0590, -1.9659, -1.9853], [0.0986, -2.5874, -2.4817], [1.2057, -2.5965, -1.7601], [0.9660, -2.1335, -0.5173], [1.8039, -2.0740, 0.6258], [3.2035, -2.4486, 0.5638], [3.8174, -2.2912, -0.4995], [3.7334, -2.9000, 1.5865], [1.2400, -1.6667, 1.8075], [-1.9839, -1.1180, 0.8590], [1.8482, -1.6690, 2.6978], [0.8726, 2.3444, -0.2151], [-0.5588, 2.1552, -0.1061], [-1.2753, 2.4364, -1.3410], [-2.3720, 3.3750, -1.2204], [1.3653, 2.2179, 0.7493], [1.3034, 1.6523, -0.9376], [1.0663, 3.3575, -0.5634], [-0.7865, 1.2146, 0.2404], [-1.5569, 1.5655, -1.8079], [-2.8419, 3.5593, -2.1872], [-3.1190, 3.0109, -0.5167], [-1.9896, 4.3234, -0.8465]],
  "multiplicity": 1,
  "homo_lumo_gap_ev": 6.2,
  "homo_energy_ev": -8.873,
  "e_above_lowest_kj_mol": 53.1,
  "energy_ha": -978.103390
}


(4)
{
  "formula": "C5H9NO",
  "method": "wB97M-V/def2-TZVPD",
  "elements": ["O", "C", "N", "C", "C", "C", "C", "H", "H", "H", "H", "H", "H", "H", "H", "H"],
  "coordinates": [[-3.2591, 1.5403, -1.2448], [-2.0436, 1.5569, -1.1235], [-1.5230, 0.5169, -0.3442], [-0.3687, 0.7496, 0.5418], [0.9033, 0.1108, -0.1479], [1.6293, -0.9224, 0.6504], [1.5357, -2.2346, 0.5056], [-1.4517, 2.3126, -1.6368], [-2.3110, 0.0753, 0.1323], [-0.1572, 1.8092, 0.5229], [-0.5335, 0.3882, 1.5673], [1.4548, 0.9400, -0.5989], [0.5652, -0.4901, -1.0122], [2.3165, -0.6466, 1.4544], [1.0725, -2.7742, -0.3179], [2.1705, -2.9319, 1.0515]],
  "smiles": "C=CCCNC=O",
  "multiplicity": 1,
  "homo_lumo_gap_ev": 10.4,
  "homo_energy_ev": -9.447,
  "e_above_lowest_kj_mol": 201.7,
  "energy_ha": -325.860724
}


(5)
{
  "formula": "C7H9P",
  "method": "wB97M-V/def2-TZVPD",
  "elements": ["C", "C", "C", "C", "C", "C", "C", "P", "H", "H", "H", "H", "H", "H", "H", "H", "H"],
  "coordinates": [[-1.1780, -2.7364, 1.0199], [-1.1713, -1.4329, 0.6896], [3.6277, -1.8608, -2.4691], [-0.9556, -0.2203, 0.3851], [-0.6950, 1.0611, 0.3753], [0.5414, 1.6915, -0.3013], [-1.7390, 1.9587, 0.9330], [2.7630, -2.6638, -1.4642], [-1.9917, -3.0538, 1.5552], [4.3863, -1.4102, -3.1071], [-0.4580, -3.4923, 0.5444], [1.3895, 2.1358, 0.4020], [1.1193, 0.8506, -0.7612], [0.3323, 2.4271, -1.0536], [-2.0283, 2.8557, 0.2507], [-1.2856, 2.4398, 1.8214], [-2.6569, 1.4502, 1.1801]],
  "smiles": "C=C=C=C(C)C.C#P",
  "multiplicity": 1,
  "homo_lumo_gap_ev": 9.0,
  "homo_energy_ev": -8.435,
  "e_above_lowest_kj_mol": 375.3,
  "energy_ha": -613.285777
}